Entry from OMol25: C2HClN2S in the gas phase (the ωB97M-V functional and the def2-TZVPD basis).

Output
- net charge = 0
- strongest force on any atom (hartree/bohr) = 0.0694
- HOMO energy (hartree) = -0.35329
- calculated total energy (eV) = -28422.0933

Cartesian coordinates (Å):
1 C 0.3133 -0.2735 0.1939
2 C 0.2429 -2.0027 0.9001
3 N 1.4360 -0.1434 -0.3983
4 N 2.3263 -1.0295 -0.3351
5 S 1.7147 -2.5503 0.5705
6 Cl 3.9840 -0.6745 0.1280
7 H -0.5650 0.3056 -0.2363

In elementary charge units, the natural (NBO) charges are:
1. C 0.00
2. C -0.37
3. N -0.21
4. N -0.33
5. S 0.53
6. Cl 0.14
7. H 0.24